24
Properties=species:S:1:pos:R:3:forces:R:3:mulliken_charge:R:1 method="wB97M-V/def2-TZVPD" e_above_lowest_kcal_mol=37.5 total_charge=+1 e_lumo_ev=-3.01 multiplicity=1
O -1.36492 -2.55481 0.83338 -0.078 -0.767 0.575 -0.6350
N 0.30213 -1.04294 -0.64974 -0.075 -2.203 0.014 -0.1667
C 1.16497 1.09587 0.28574 1.449 1.113 -0.197 -1.1928
C 1.37741 -1.06177 1.74327 1.783 0.849 -0.120 -1.4101
C -1.52620 1.27709 -1.83972 -0.719 -0.328 1.180 -1.0706
C -1.00512 1.76573 -0.70890 0.987 0.773 -1.825 -0.1099
C 0.48801 2.10889 -0.72212 -0.877 -1.279 0.994 -0.5287
C 0.65874 -0.29343 0.63625 -2.102 1.201 0.108 0.6717
H 2.19603 1.05445 -0.05549 0.404 -0.215 0.323 0.3938
H 0.01484 -0.35091 -1.33761 -0.295 0.150 -0.109 0.1260
H 1.43306 -2.11454 1.44988 0.641 0.152 0.269 0.3789
H -1.54584 2.01670 0.21017 -0.026 -0.465 -0.404 0.3872
H -1.03875 -2.61350 1.74225 0.076 0.454 -0.001 0.3090
H -0.53691 -1.65248 -0.38548 0.864 0.660 -0.290 0.4751
H 0.96001 -1.72430 -1.13477 -0.330 1.315 1.174 0.3926
H 0.91152 -1.01090 2.73395 -0.513 0.078 -0.483 0.3446
H -2.51284 0.87350 -1.94008 -0.702 0.225 0.273 0.3127
H 0.62903 3.13095 -0.35332 0.232 -0.296 0.019 0.3322
H 2.36910 -0.52756 1.95274 -0.908 -1.392 -0.637 0.3604
H -0.33148 -0.08425 1.08268 0.023 -0.347 -0.689 0.2109
H 1.15695 1.62901 1.21893 0.308 0.050 0.699 0.4161
H -1.71933 -3.44976 0.73870 -0.237 0.110 -0.484 0.3122
H 1.00771 2.02352 -1.68860 -0.732 0.022 0.072 0.2928
H -0.98057 1.15778 -2.74645 0.827 0.140 -0.463 0.3975

=====

25
Properties=species:S:1:pos:R:3:forces:R:3:mulliken_charge:R:1 method="wB97M-V/def2-TZVPD" e_above_lowest_kcal_mol=3.7 total_charge=-1 e_lumo_ev=3.61 multiplicity=1
O -3.66083 -0.57993 -0.64336 0.688 0.026 0.224 -0.7725
O -1.43211 -1.49194 0.21957 0.091 -0.304 0.064 -0.9125
N 0.11651 -1.36554 -1.61016 0.213 -0.214 0.076 -0.3925
C -0.65063 -2.19479 -0.63141 -0.476 0.162 -0.236 -0.5188
C -0.08560 2.34194 0.69361 -0.764 -0.812 -0.521 -1.7689
C 1.05206 0.43669 1.89543 -0.478 0.314 -0.333 -1.6632
C 0.36455 0.88444 0.59490 0.778 -0.028 0.042 1.6530
C 1.36077 -0.79849 -1.11123 -0.354 0.467 0.122 -0.6422
C 1.28685 0.66233 -0.60832 -0.094 -0.543 -0.063 -0.9676
H 2.33073 0.91985 -0.38283 -0.092 0.451 0.051 0.3281
H 2.12644 -0.82179 -1.89715 0.065 -0.077 0.002 0.2853
H -0.51492 -0.61810 -1.88104 -0.005 -0.024 -0.055 0.2680
H 0.11564 -2.82331 -0.13203 0.061 0.006 0.046 0.3387
H 0.75345 3.03678 0.70114 -0.024 0.166 0.468 0.3489
H -0.78247 2.39333 1.53489 0.412 0.567 0.270 0.4232
H -2.77766 -1.07168 -0.35163 -0.401 0.112 -0.024 0.4677
H 1.30689 -0.61969 1.82713 0.045 -0.036 0.169 0.3810
H -1.25202 -2.88670 -1.25940 0.073 -0.006 -0.005 0.3012
H 1.94837 1.02973 2.10344 0.092 -0.036 -0.036 0.3869
H 0.34949 0.58951 2.71901 0.119 -0.202 0.112 0.3647
H 1.72027 -1.42793 -0.29148 0.044 -0.081 -0.051 0.2878
H 0.92821 1.29346 -1.42988 0.194 0.004 -0.109 0.3024
H -0.49588 0.21558 0.46448 -0.073 0.147 0.007 -0.1593
H -3.40126 0.30313 -0.34868 -0.292 -0.067 -0.136 0.2553
H -0.70684 2.59312 -0.17502 0.178 0.007 -0.084 0.4052

=====

27
Properties=species:S:1:pos:R:3:forces:R:3:mulliken_charge:R:1 method="wB97M-V/def2-TZVPD" e_above_lowest_kcal_mol=25.7 total_charge=-1 e_lumo_ev=3.50 multiplicity=1
O 1.70679 0.51069 -2.22239 0.058 -0.175 -0.497 -0.8557
O 0.56240 2.93660 1.16694 1.047 0.448 0.345 -0.7103
O -1.86787 -3.62352 -0.95246 0.550 1.112 -0.084 -0.7444
O -0.05331 2.06713 -1.50623 0.764 -0.044 -0.635 -0.7824
N -1.78306 1.37021 1.57115 0.600 -0.682 0.589 -0.5242
C 0.32540 -1.60776 0.45817 -0.312 0.241 -2.105 -0.5639
C -1.33098 0.10212 1.09112 0.271 1.209 0.692 -0.1893
C 0.73098 -1.36950 -1.03585 -2.039 -1.688 -0.751 -0.4312
C -1.25900 1.90716 2.59727 -2.811 1.323 -0.605 -0.3386
C -0.04799 -0.28785 1.01631 -0.531 -0.481 0.332 -0.2408
C 1.98141 -0.59030 -1.46910 0.502 0.913 1.251 -0.5831
H 1.09216 -2.24425 0.85761 0.619 0.318 1.055 0.3613
H 0.93764 2.50121 0.38456 -0.516 0.200 -0.308 0.3555
H -1.30547 -3.17066 -0.29154 -0.524 -0.970 -0.079 0.1689
H 2.68160 -1.26954 -1.94563 0.172 -0.509 -0.621 0.3047
H 2.59940 -0.29639 -0.55547 -0.620 -0.267 -0.030 0.1639
H 0.31050 2.69181 -2.14887 -0.476 0.459 0.217 0.2544
H 0.62064 -2.39742 -1.47838 0.936 0.494 0.043 0.3738
H 0.69513 1.31058 -1.83366 -0.212 -0.420 0.682 0.3833
H -2.26666 -0.38516 0.79350 0.932 -0.884 -0.128 0.3773
H 0.80227 0.37269 1.15297 -0.451 0.332 0.405 0.3987
H -0.14718 -0.90682 -1.53425 0.521 0.392 0.373 0.3434
H -1.75666 -2.92831 -1.62629 -0.410 -0.568 -0.250 0.3374
H -0.56087 -2.25317 0.44879 0.212 0.452 0.367 0.2014
H -1.86294 2.80460 2.87715 1.009 -0.221 0.169 0.2885
H -0.35342 3.09480 0.93803 -0.004 -0.102 -0.559 0.3488
H -0.45089 1.66106 3.24656 0.713 -0.880 0.131 0.3026

=====

24
Properties=species:S:1:pos:R:3:forces:R:3:mulliken_charge:R:1 method="wB97M-V/def2-TZVPD" e_above_lowest_kcal_mol=3.6 total_charge=-1 e_lumo_ev=3.86 multiplicity=1
S -0.00844 2.00950 0.14152 -0.079 0.316 -0.097 -0.5833
N -1.68408 -0.52821 -1.42534 0.247 0.594 0.330 -0.6544
C -1.22437 0.41536 2.74271 0.129 0.317 -0.004 -0.8922
C 1.80776 -1.62778 -2.46005 0.395 0.675 0.698 -1.3066
C -0.55064 -0.88600 -2.27705 0.042 -0.343 0.192 -0.6548
C 0.30541 2.30665 1.91637 -0.007 -0.570 -0.101 -0.6677
C 0.18614 1.00539 2.73011 0.173 -0.048 0.054 -0.4157
C 0.66919 -1.34595 -1.46282 -0.180 -0.217 -1.010 0.1122
H 2.76780 -1.81130 -1.96400 -0.189 -0.312 0.083 0.3419
H 0.95963 -0.55498 -0.77657 -0.025 0.047 0.176 0.0852
H -2.40751 -0.09882 -1.99018 -0.104 -0.143 -0.152 0.2111
H -1.91327 1.16957 3.13578 -0.130 -0.066 -0.039 0.2849
H -1.52209 0.17263 1.72514 -0.074 0.048 -0.051 0.1451
H -1.32606 -0.48411 3.35396 0.169 -0.010 0.072 0.3164
H 1.99123 -0.69684 -3.00197 -0.097 -0.112 -0.331 0.3263
H -0.35545 3.07693 2.33494 -0.007 -0.063 -0.065 0.2557
H 0.39180 -2.24822 -0.91210 0.067 0.078 0.150 0.2454
H -0.84201 -1.73397 -2.91577 -0.054 0.149 -0.048 0.3512
H 1.33360 2.66095 1.99886 0.027 0.143 0.192 0.2245
H 0.54462 1.15642 3.76153 -0.119 0.097 -0.026 0.3456
H 0.88159 0.29717 2.26856 -0.061 -0.083 0.026 0.2084
H 1.60433 -2.43618 -3.15978 -0.110 -0.039 -0.051 0.3279
H -1.37814 0.25674 -0.81528 -0.012 -0.500 -0.082 0.0853
H -0.23102 -0.07496 -2.94857 0.000 0.041 0.084 0.3076

=====

23
Properties=species:S:1:pos:R:3:forces:R:3:mulliken_charge:R:1 method="wB97M-V/def2-TZVPD" e_above_lowest_kcal_mol=4.5 total_charge=-1 e_lumo_ev="3.82 / 3.68" s2=0.7504 multiplicity=2
O -1.50212 -0.07285 -2.51458 -0.060 0.342 0.066 -0.9968
C 0.42415 -0.07396 0.45754 -0.331 0.906 1.486 0.8861
C 0.30174 1.36936 -0.05875 -0.385 -0.119 -0.030 -1.2939
C 1.43429 1.71541 -1.01798 -0.294 0.317 -0.093 -1.8537
C 1.38003 -0.05833 1.66253 1.048 -0.385 -0.341 -1.6357
C -0.87520 -2.22779 0.90690 -0.037 0.314 0.716 -1.7785
C -0.91948 -0.68188 0.90523 0.643 -0.560 -1.135 -1.6500
H 0.94533 0.27348 2.60559 -0.341 0.076 -0.172 0.6312
H 0.88286 -0.68217 -0.31814 -0.139 -0.127 -0.243 0.1985
H 1.83099 -1.04581 1.84154 -0.174 0.070 0.052 0.3486
H -1.59372 -0.34376 -1.58453 -0.098 -0.045 -0.278 0.0589
H 2.40332 1.32413 -0.70194 0.031 0.114 0.136 0.3276
H -0.65202 1.53376 -0.56481 0.008 -0.240 -0.271 0.4886
H -1.91278 0.82380 -2.49838 0.091 -0.360 -0.100 0.9033
H -1.67719 -0.32904 0.20618 -0.306 -0.021 0.194 0.4450
H 0.21099 2.08088 0.77064 0.445 -0.170 0.166 0.6311
H -1.19410 -0.32045 1.88755 -0.088 0.280 0.173 0.6693
H 0.06347 -2.62024 0.51313 -0.051 0.062 -0.208 0.3474
H 2.22230 0.61497 1.45041 -0.054 -0.089 0.068 0.2003
H -1.70921 -2.66101 0.35753 -0.008 -0.060 -0.070 0.6279
H 1.49167 2.79966 -1.13610 0.221 0.003 -0.038 0.6261
H -0.92818 -2.57332 1.94385 -0.090 -0.200 -0.088 0.4565
H 1.21924 1.30195 -2.00543 -0.031 -0.104 0.011 0.3621